{"formula": "C20H49F6MnN4O7", "method": "ωB97M-V/def2-TZVPD", "species": ["Mn", "N", "H", "H", "H", "H", "C", "O", "O", "C", "F", "F", "F", "C", "C", "H", "H", "H", "H", "H", "H", "C", "O", "O", "C", "F", "F", "F", "C", "C", "H", "H", "H", "H", "H", "H", "C", "C", "C", "O", "C", "N", "H", "H", "H", "H", "H", "H", "H", "H", "H", "H", "H", "C", "C", "C", "O", "C", "N", "H", "H", "H", "H", "H", "H", "H", "H", "H", "H", "H", "C", "C", "C", "O", "C", "N", "H", "H", "H", "H", "H", "H", "H", "H", "H", "H", "H"], "xyz": [[1.866, -3.074, -0.048], [-1.544, -3.905, -1.201], [-2.130, -4.619, -1.627], [-1.992, -2.993, -1.042], [-0.686, -3.746, -1.780], [-1.226, -4.228, -0.290], [-0.515, -0.572, -0.324], [-1.747, -1.019, -0.855], [0.302, -1.642, -0.431], [-0.031, 0.653, -1.182], [-0.626, 0.578, -2.402], [-0.359, 1.810, -0.599], [1.276, 0.716, -1.500], [-2.909, -0.218, -0.735], [-4.048, -0.784, -1.588], [-4.106, -1.861, -1.420], [-4.996, -0.301, -1.366], [-3.853, -0.610, -2.648], [-2.771, 0.844, -0.954], [-3.229, -0.226, 0.316], [-0.678, -0.203, 0.702], [1.239, -3.941, -3.151], [0.041, -3.274, -3.528], [1.186, -4.165, -1.817], [1.489, -5.135, -4.073], [1.947, -4.786, -5.296], [2.465, -5.943, -3.599], [0.379, -5.863, -4.235], [0.183, -2.259, -4.523], [-1.155, -1.604, -4.711], [-1.785, -2.109, -5.445], [-1.747, -1.678, -3.797], [-0.994, -0.569, -5.006], [0.494, -2.664, -5.492], [0.966, -1.536, -4.269], [2.059, -3.232, -3.350], [-6.886, 2.713, -0.970], [-5.658, 2.532, -0.035], [-4.546, 3.507, -0.337], [-3.333, 3.275, 0.356], [-2.426, 4.298, 0.054], [-6.167, 2.504, 1.362], [-7.479, 1.820, -0.783], [-6.477, 2.740, -1.976], [-7.474, 3.552, -0.599], [-5.344, 1.487, -0.150], [-4.945, 4.495, -0.072], [-4.407, 3.493, -1.424], [-2.192, 4.406, -1.013], [-1.461, 4.147, 0.537], [-2.750, 5.310, 0.324], [-5.460, 2.762, 2.045], [-6.831, 3.276, 1.410], [4.988, 0.085, -0.722], [4.204, -1.074, -0.061], [3.377, -0.607, 1.145], [2.564, -1.795, 1.413], [2.006, -1.705, 2.756], [3.254, -1.631, -1.047], [4.235, 0.772, -1.111], [5.633, -0.318, -1.502], [5.652, 0.624, -0.046], [4.936, -1.826, 0.236], [2.691, 0.176, 0.829], [4.025, -0.337, 1.974], [1.608, -0.692, 2.840], [2.843, -1.748, 3.450], [1.192, -2.406, 2.914], [3.802, -2.106, -1.759], [2.760, -0.842, -1.456], [3.557, 0.662, 5.668], [3.923, 2.024, 4.968], [2.947, 2.597, 3.997], [2.319, 1.588, 3.204], [1.326, 2.029, 2.290], [4.234, 3.050, 6.017], [2.939, 0.151, 4.920], [3.047, 0.887, 6.596], [4.437, 0.023, 5.686], [4.808, 1.832, 4.350], [3.425, 3.348, 3.356], [2.102, 3.154, 4.426], [0.719, 1.151, 2.084], [1.820, 2.354, 1.366], [0.779, 2.901, 2.653], [3.727, 2.690, 6.816], [5.192, 2.832, 6.290]], "lowdin_spin": [4.732, 0.000, 0.000, 0.000, 0.000, 0.001, 0.010, 0.002, 0.068, 0.002, 0.000, 0.000, 0.000, 0.001, 0.000, 0.000, 0.000, 0.000, 0.000, 0.000, 0.001, 0.005, 0.001, 0.052, 0.001, 0.000, 0.000, 0.000, 0.000, 0.000, 0.000, 0.000, 0.000, 0.000, 0.000, 0.000, 0.000, 0.000, 0.000, 0.000, 0.000, 0.000, 0.000, 0.000, 0.000, 0.000, 0.000, 0.000, 0.000, 0.000, 0.000, 0.000, 0.000, 0.002, 0.004, 0.004, 0.045, 0.009, 0.050, 0.000, 0.000, 0.000, 0.000, 0.000, 0.000, 0.001, 0.001, 0.002, 0.003, 0.002, 0.000, 0.000, 0.000, 0.000, 0.000, 0.000, 0.000, 0.000, 0.000, 0.000, 0.000, 0.000, 0.000, 0.000, 0.000, 0.000, 0.000], "homo_energy_ha": [-0.4119, -0.4119], "e_tot_ev": -89446.06682, "multiplicity": 6, "s2": 8.75, "charge": 1}

***

{"formula": "C20H50BO17", "method": "ωB97M-V/def2-TZVPD", "species": ["O", "C", "O", "B", "O", "C", "O", "O", "C", "O", "C", "O", "O", "C", "C", "C", "O", "H", "H", "H", "H", "H", "H", "H", "H", "C", "C", "C", "O", "H", "H", "H", "H", "H", "H", "H", "H", "C", "C", "C", "O", "H", "H", "H", "H", "H", "H", "H", "H", "C", "C", "O", "H", "H", "H", "H", "H", "H", "C", "O", "H", "H", "H", "H", "C", "O", "H", "H", "H", "H", "C", "O", "H", "H", "H", "H", "C", "O", "H", "H", "H", "H", "C", "O", "H", "H", "H", "H"], "xyz": [[2.032, -1.580, -1.779], [1.204, -0.708, -1.548], [0.681, -0.452, -0.338], [-0.377, 0.597, -0.458], [-0.278, 0.956, -1.967], [0.646, 0.229, -2.596], [1.025, 0.369, -3.754], [-0.198, 1.771, 0.481], [-1.192, 1.903, 1.366], [-1.475, 2.765, 2.248], [-2.241, 0.831, 0.934], [-1.767, 0.176, -0.058], [-3.336, 0.652, 1.523], [-0.082, -0.293, 3.588], [1.427, 0.019, 3.468], [2.253, -0.077, 4.716], [1.975, -0.765, 2.515], [-0.532, -0.285, 2.596], [-0.480, 0.446, 4.284], [-0.199, -1.280, 4.034], [1.628, 1.023, 3.093], [2.166, -0.976, 5.327], [2.036, 0.746, 5.396], [3.304, 0.087, 4.478], [1.289, -0.877, 1.853], [-1.029, 0.375, -7.674], [-1.905, 0.740, -6.537], [-3.322, 0.598, -7.075], [-1.581, -0.065, -5.406], [-0.960, -0.701, -7.837], [-0.008, 0.658, -7.416], [-1.363, 0.753, -8.641], [-1.798, 1.730, -6.094], [-3.519, 1.280, -7.902], [-4.102, 0.791, -6.338], [-3.500, -0.401, -7.473], [-0.664, 0.172, -5.252], [6.286, 1.502, 1.435], [4.814, 1.409, 1.907], [3.765, 1.563, 0.728], [4.628, 0.150, 2.487], [6.668, 2.515, 1.308], [6.366, 0.926, 0.513], [6.921, 1.021, 2.178], [4.707, 2.184, 2.666], [3.579, 2.608, 0.478], [2.787, 1.157, 0.984], [4.030, 0.994, -0.163], [3.697, -0.039, 2.627], [-2.026, -4.526, 0.314], [-1.764, -3.092, 0.826], [-2.534, -2.783, 1.930], [-1.585, -5.274, 0.974], [-1.464, -4.730, -0.598], [-3.067, -4.744, 0.076], [-1.887, -2.321, 0.066], [-0.759, -2.958, 1.228], [-2.684, -1.835, 1.946], [-3.793, -0.009, 4.528], [-3.539, 1.388, 4.554], [-3.002, -0.572, 4.033], [-4.110, -0.384, 5.501], [-4.592, -0.283, 3.839], [-3.374, 1.584, 3.629], [3.260, -3.451, 0.574], [3.041, -3.853, -0.736], [2.271, -3.257, 0.988], [3.769, -4.229, 1.142], [3.767, -2.486, 0.567], [2.838, -3.061, -1.239], [3.508, 1.624, -6.013], [2.547, 2.266, -5.220], [4.368, 2.280, -6.145], [3.908, 0.789, -5.439], [3.119, 1.185, -6.932], [2.006, 1.623, -4.755], [-2.048, 4.690, 4.932], [-2.562, 3.778, 5.945], [-0.993, 4.483, 4.754], [-2.632, 4.654, 4.013], [-2.141, 5.743, 5.198], [-2.736, 2.893, 5.618], [-4.742, -1.836, -0.867], [-5.487, -2.484, 0.190], [-4.192, -1.059, -0.337], [-4.164, -2.590, -1.402], [-5.576, -1.485, -1.474], [-4.956, -2.877, 0.887]], "lowdin_spin": [0.200, 0.231, 0.059, 0.012, 0.086, 0.232, 0.161, 0.003, 0.001, 0.001, 0.000, 0.002, 0.000, 0.000, 0.000, 0.000, 0.000, 0.000, 0.000, 0.000, 0.000, 0.000, 0.000, 0.000, 0.000, 0.000, 0.000, 0.000, 0.002, 0.000, 0.000, 0.000, 0.000, 0.000, 0.000, 0.000, 0.001, 0.000, 0.000, 0.001, 0.000, 0.000, 0.000, 0.000, 0.000, 0.000, 0.000, 0.000, 0.000, 0.000, 0.000, 0.000, 0.000, 0.000, 0.000, 0.000, 0.000, 0.000, 0.000, 0.000, 0.000, 0.000, 0.000, 0.000, 0.000, 0.001, 0.000, 0.000, 0.000, 0.000, 0.000, 0.003, 0.000, 0.000, 0.000, 0.001, 0.000, 0.000, 0.000, 0.000, 0.000, 0.000, 0.000, 0.000, 0.000, 0.000, 0.000, 0.000], "homo_energy_ha": [0.0269, -0.1211], "e_tot_ev": -57038.18962, "multiplicity": 2, "s2": 0.75, "charge": -2}

***

{"formula": "C20H50ClNNbO9P2", "method": "ωB97M-V/def2-TZVPD", "species": ["C", "C", "C", "C", "Nb", "C", "C", "O", "N", "C", "C", "P", "O", "P", "O", "Cl", "H", "H", "H", "H", "H", "H", "H", "H", "H", "H", "H", "H", "H", "H", "H", "H", "H", "H", "H", "H", "H", "H", "C", "O", "C", "C", "O", "C", "C", "O", "C", "H", "H", "H", "H", "H", "H", "H", "H", "H", "H", "H", "H", "H", "H", "C", "O", "C", "C", "O", "C", "C", "O", "C", "H", "H", "H", "H", "H", "H", "H", "H", "H", "H", "H", "H", "H", "H"], "xyz": [[4.471, 1.683, 1.608], [3.113, 1.582, 0.870], [3.340, 0.996, -0.548], [4.033, 2.057, -1.423], [1.475, 0.085, -1.508], [0.708, 2.081, -2.222], [-0.699, 2.515, -1.791], [-1.405, 3.005, -2.588], [-1.222, 2.383, -0.454], [-0.263, 2.698, 0.608], [-1.939, 1.118, -0.256], [2.785, -0.388, -3.726], [2.637, 0.774, -4.669], [2.356, -2.240, -0.699], [1.047, -3.235, -0.394], [3.522, -3.211, -2.190], [5.197, 1.003, 1.189], [4.371, 1.520, 2.672], [4.879, 2.674, 1.452], [2.407, 1.022, 1.462], [2.771, 2.605, 0.772], [4.048, 0.179, -0.429], [5.039, 2.207, -1.034], [4.157, 1.769, -2.459], [3.530, 3.011, -1.320], [0.039, -0.819, -2.218], [0.671, 0.164, 0.112], [1.383, 2.899, -1.981], [0.660, 2.043, -3.301], [0.613, 3.204, 0.236], [0.016, 1.852, 1.225], [-0.748, 3.412, 1.275], [-1.445, 0.469, 0.451], [-1.962, 0.579, -1.193], [-2.963, 1.285, 0.066], [2.384, -1.600, -4.343], [4.165, -0.507, -3.397], [0.546, -3.267, -1.224], [-4.627, -0.452, -4.703], [-4.739, -1.750, -4.148], [-5.511, -2.679, -4.877], [-4.751, -3.902, -5.380], [-3.637, -3.702, -6.228], [-2.495, -3.005, -5.752], [-1.720, -3.586, -4.580], [-2.473, -3.711, -3.387], [-2.591, -5.013, -2.857], [-5.248, 0.249, -4.139], [-3.590, -0.123, -4.615], [-4.909, -0.425, -5.758], [-6.027, -2.195, -5.713], [-6.286, -3.054, -4.197], [-5.465, -4.470, -5.985], [-4.486, -4.566, -4.556], [-2.737, -1.957, -5.572], [-1.799, -2.995, -6.595], [-0.908, -2.883, -4.369], [-1.261, -4.538, -4.868], [-2.294, -5.784, -3.572], [-3.635, -5.187, -2.581], [-1.987, -5.103, -1.949], [-0.336, -1.077, 5.668], [0.589, -0.279, 6.383], [1.880, -0.178, 5.813], [2.307, 1.224, 5.397], [1.507, 1.925, 4.463], [0.167, 2.248, 4.784], [-0.091, 3.149, 5.985], [0.359, 2.641, 7.229], [1.311, 3.426, 7.914], [-0.484, -2.029, 6.185], [-1.297, -0.557, 5.642], [-0.020, -1.265, 4.640], [1.988, -0.861, 4.965], [2.594, -0.505, 6.579], [3.277, 1.109, 4.904], [2.508, 1.854, 6.266], [-0.444, 1.346, 4.835], [-0.212, 2.791, 3.913], [-1.179, 3.254, 6.062], [0.321, 4.145, 5.793], [1.756, 4.193, 7.276], [2.111, 2.773, 8.272], [0.848, 3.898, 8.786]], "mulliken_charge": [-1.251, 0.103, 0.390, -1.650, -1.211, -0.768, 0.388, -0.581, 0.050, -0.903, -0.832, 0.396, -0.669, 0.405, -0.505, -0.374, 0.357, 0.128, 0.374, 0.128, 0.053, 0.660, 0.430, 0.353, 0.377, 0.145, 0.199, 0.341, 0.501, 0.290, 0.228, 0.368, 0.281, 0.254, 0.271, 0.018, 0.015, 0.250, -0.755, -0.265, -0.475, -0.226, -0.473, -0.318, -0.303, -0.191, -0.910, 0.242, 0.196, 0.386, 0.355, 0.338, 0.419, 0.016, 0.054, 0.431, 0.191, 0.389, 0.418, 0.253, 0.226, -0.778, -0.324, -0.557, -0.181, -0.378, 0.093, -0.646, -0.293, -0.793, 0.245, 0.248, 0.370, 0.386, 0.355, 0.357, 0.044, 0.070, 0.196, 0.347, 0.373, 0.376, 0.238, 0.245], "homo_energy_ha": -0.1564, "e_tot_ev": -74111.00867, "multiplicity": 1, "charge": -1}